[1]
{"formula": "C30H58FNO3SbSi", "method": "the ωB97M-V functional and the def2-TZVPD basis", "homo_ev": -3.31, "gap_ev": 5.18, "largest_force_ha_per_bohr": 0.01407, "total_charge": -1, "elements": ["Sb", "Si", "F", "O", "O", "O", "N", "C", "C", "C", "C", "C", "C", "C", "C", "C", "C", "C", "C", "C", "C", "C", "C", "C", "C", "C", "C", "C", "C", "C", "C", "C", "C", "C", "C", "C", "C", "H", "H", "H", "H", "H", "H", "H", "H", "H", "H", "H", "H", "H", "H", "H", "H", "H", "H", "H", "H", "H", "H", "H", "H", "H", "H", "H", "H", "H", "H", "H", "H", "H", "H", "H", "H", "H", "H", "H", "H", "H", "H", "H", "H", "H", "H", "H", "H", "H", "H", "H", "H", "H", "H", "H", "H", "H", "H"], "xyz": [[3.6628, -0.6891, -0.7447], [6.2590, -0.8934, -0.7214], [3.6756, 1.9044, -4.3554], [1.3348, -4.1796, -1.4592], [1.8275, -2.0311, 3.9212], [-2.0402, -3.3051, -1.6025], [-7.2571, 4.6011, 1.0468], [-3.7416, -0.1605, -1.0488], [0.9882, -1.0197, 1.8834], [1.4787, -0.3142, -0.5481], [7.0208, 0.4541, -1.8137], [-4.6002, 1.0769, 0.9916], [-3.3086, -1.1285, 1.0790], [6.9550, -2.6025, -1.1668], [6.8118, -0.5050, 1.0506], [-4.3124, 2.4644, 0.3778], [-6.3992, 6.9814, 0.4576], [-3.8375, -0.0697, 0.3462], [2.8335, -2.9197, 4.3429], [3.3282, -2.8081, -1.3844], [1.3533, -2.3019, 2.6074], [-2.2758, 3.1376, 1.7921], [-1.0483, -4.1060, -0.9675], [-1.9268, 2.4178, -0.5897], [-2.9069, 3.0872, 0.3875], [-6.1105, 0.7950, 0.7132], [-2.5994, -2.2732, -0.9238], [0.7443, -1.2815, 0.3814], [0.0496, -4.4452, -1.9775], [-3.0882, 4.5412, -0.0994], [3.2038, 1.3619, -3.1294], [3.5975, -0.0664, -2.9314], [-6.8962, 5.6525, 0.7863], [-3.1295, -1.2298, -1.6798], [-2.7050, -2.2214, 0.4608], [2.0554, -3.1415, -2.1448], [-4.4451, 1.0874, 2.5184], [2.1303, -2.8110, 2.0306], [6.4399, -3.4055, -0.6438], [7.0054, 0.2386, -2.8797], [-7.0962, 7.4840, -0.2100], [3.7069, -1.1693, 0.9912], [3.3611, -3.4197, -0.4812], [6.4345, 1.3596, -1.6370], [7.7267, 0.0870, 1.0851], [2.3080, -3.5144, -3.1463], [-1.4978, 1.5025, -0.1907], [-1.5269, -5.0166, -0.5972], [2.9224, -2.8414, 5.4260], [4.5907, -0.2489, -3.3480], [-6.3105, -0.2609, 0.8940], [6.8125, -2.7720, -2.2383], [-3.4191, 4.5575, -1.1401], [2.1165, 1.4711, -3.1351], [-5.0309, 0.2774, 2.9519], [-2.4309, 2.1748, -1.5257], [-1.6122, 4.0009, 1.8654], [3.7917, -2.6620, 3.8831], [-6.3506, 0.9987, -0.3296], [-6.2876, 7.5696, 1.3663], [6.0166, 0.0550, 1.5500], [3.5924, 2.0102, -2.3400], [1.3916, -2.2836, -2.2847], [-4.7797, 2.0405, 2.9194], [-0.5885, -3.5986, -0.1204], [-4.9713, 3.1649, 0.8977], [0.0162, -5.5153, -2.1960], [-4.6687, 2.4505, -0.6557], [2.9046, -0.7278, -3.4606], [-0.3313, -1.2061, 0.1950], [-0.1408, -3.8787, -2.8900], [4.1844, -3.0847, -2.0010], [0.0611, -0.6339, 2.3134], [8.0398, 0.6697, -1.4841], [1.3596, 0.7111, -0.1832], [-1.6787, 2.2554, 2.0123], [8.0310, -2.6496, -0.9833], [-3.8486, 5.0508, 0.4991], [-6.7346, 1.4023, 1.3668], [3.9577, 1.0470, -0.3053], [1.0494, -2.3000, 0.1316], [-3.0545, -1.2593, -2.7578], [-1.1241, 3.1133, -0.8360], [-2.3072, -3.0293, 1.0602], [-3.0303, 3.2714, 2.5645], [-3.4106, 0.9356, 2.8267], [2.5836, -3.9572, 4.1012], [-3.3537, -1.1420, 2.1585], [1.7843, -0.2953, 2.0267], [6.9520, -1.4262, 1.6175], [0.4723, -2.9531, 2.6710], [1.0327, -0.3245, -1.5470], [-2.1528, 5.0915, -0.0187], [-4.1580, 0.6279, -1.6612], [-5.4310, 6.8979, -0.0334]]}


[2]
{"formula": "C30H59IN4O11P2S", "method": "the ωB97M-V functional and the def2-TZVPD basis", "homo_ev": -8.03, "gap_ev": 7.71, "largest_force_ha_per_bohr": 0.17581, "smiles": "[H]/N=C(/C)C[C@](O[C@](O)(I)Cc1cccc(C)c1)([C@](N)(O[C@@H](C=C)S(C)(=O)=O)P(=O)(O)O)P(=O)(O)O.CCN(CC)CC.CCN(CC)CC", "elements": ["I", "S", "P", "P", "O", "O", "O", "O", "O", "O", "O", "O", "O", "O", "O", "N", "N", "N", "N", "C", "C", "C", "C", "C", "C", "C", "C", "C", "C", "C", "C", "C", "C", "C", "C", "C", "C", "C", "C", "C", "C", "C", "C", "C", "C", "C", "C", "C", "C", "H", "H", "H", "H", "H", "H", "H", "H", "H", "H", "H", "H", "H", "H", "H", "H", "H", "H", "H", "H", "H", "H", "H", "H", "H", "H", "H", "H", "H", "H", "H", "H", "H", "H", "H", "H", "H", "H", "H", "H", "H", "H", "H", "H", "H", "H", "H", "H", "H", "H", "H", "H", "H", "H", "H", "H", "H", "H", "H"], "xyz": [[-2.4893, -0.4422, -3.0104], [5.3940, -0.9714, -0.5696], [1.3090, 0.9750, 1.4952], [0.0067, -2.1981, 1.4921], [-1.4994, -1.6680, 2.2551], [4.7251, -2.0714, -1.4561], [-0.5439, -0.5104, -0.7847], [2.0483, 0.7069, 2.9033], [-0.3807, 1.1277, 1.8869], [1.8469, 2.6134, 1.0620], [1.0998, -2.1411, 2.6233], [6.6797, -1.5531, 0.0651], [-2.4477, -2.1272, -0.6125], [2.8872, -1.1624, 0.4166], [-0.2523, -3.9363, 1.2129], [-1.1966, 9.2732, 3.4532], [-0.3390, -8.4333, -3.6697], [0.0572, -2.8071, -3.4618], [1.7924, 0.4606, -1.1706], [-0.8228, -4.6169, -1.8692], [-0.8689, 6.8947, 2.7511], [-3.6284, 2.8826, 0.5801], [-3.3800, 4.5342, 0.4967], [4.7207, -0.9288, 2.1778], [2.0664, -9.2915, -3.7824], [-2.4592, 8.5517, 5.5590], [1.7099, -0.3334, 0.1513], [5.7284, 0.5438, -1.6848], [-4.3840, 5.4732, 1.4173], [0.4066, -1.3651, -0.1556], [4.1012, -0.4192, 0.7265], [-1.8436, -7.6406, -5.5041], [-2.9556, 0.2511, -0.0704], [-0.5430, 10.5433, 3.7810], [-1.1130, -9.6408, -3.3713], [-0.8449, -10.8815, -4.2168], [0.0995, 10.6694, 5.1579], [-0.4179, -7.9323, -5.0432], [-1.4766, 2.5440, -1.1664], [-2.4830, 9.0434, 4.1155], [1.0178, -8.4079, -3.1161], [-1.2211, 4.1891, -1.2781], [-0.2745, 8.1368, 3.4100], [4.5932, -2.3952, 2.5474], [-2.1700, 5.2185, -0.4249], [-2.6431, 1.8311, -0.2725], [1.1057, -2.5313, -1.1239], [0.0971, -3.2925, -2.1476], [-1.9204, -0.7900, -0.8649], [-1.6392, -11.6175, -4.0474], [-0.7561, 1.8768, -1.8008], [-0.5311, 1.9177, 2.5121], [-1.2452, -1.1326, 3.0806], [6.8131, 0.4395, -2.1123], [0.7156, 11.5741, 5.1920], [5.2800, -0.2510, 2.9501], [4.8926, 0.6870, -2.5003], [-2.8151, -2.5726, -1.4336], [0.6821, -1.9793, -3.5656], [-2.4331, -8.5560, -5.6113], [5.6816, 1.4752, -0.9441], [-3.0462, 8.3130, 3.5212], [-4.9790, 4.7550, 2.1394], [0.6062, 8.4169, 2.8194], [1.3785, -7.3710, -3.1546], [0.0961, -11.3629, -3.9447], [-1.0417, -4.2305, 1.7604], [-1.2552, 11.3662, 3.6461], [-2.3566, -6.9744, -4.8025], [-2.1919, 9.3485, 6.2552], [-0.0935, 6.1314, 2.6293], [0.9805, -8.6479, -2.0466], [4.5615, -3.2385, 1.7101], [-1.7736, 7.7144, 5.7065], [1.9708, -2.0828, -1.8148], [-1.2678, 7.1275, 1.7582], [-5.0830, 6.1817, 0.7797], [-1.9697, 6.3827, -0.4805], [1.6592, -3.3589, -0.4651], [-0.0876, -5.5244, -1.6963], [0.2364, 10.7257, 3.0287], [-1.8247, -7.1464, -6.4810], [-1.5529, -4.5479, -0.9605], [0.1348, -6.9872, -5.1083], [-2.1780, -9.3943, -3.4651], [2.0861, -9.1694, -4.8688], [4.0437, 0.7429, 0.6139], [2.7668, 0.7460, -1.3875], [-3.0911, 9.9550, 4.0634], [-1.4328, -4.8903, -2.8575], [-0.3395, 4.6212, -1.9548], [-3.0861, 0.0070, 1.0634], [0.0533, -8.6228, -5.7548], [2.8115, 2.7221, 1.3564], [0.0889, 7.8707, 4.4112], [1.2431, 1.3428, -1.1173], [-4.0195, 0.0422, -0.5711], [-3.7559, 6.1970, 2.1236], [-3.4591, 8.2036, 5.8428], [-0.6509, 10.7688, 5.9456], [4.5271, -2.7771, 3.6639], [-0.8299, -10.6654, -5.2872], [0.7506, 9.8233, 5.3939], [-1.6688, 6.4558, 3.3550], [1.9124, -10.3472, -3.5478], [-4.4798, 2.4699, 1.2702], [3.0601, -9.0257, -3.4066], [-0.9922, -9.9024, -2.3129]]}


[3]
{"formula": "C30H59N2O11S3", "method": "the ωB97M-V functional and the def2-TZVPD basis", "homo_ev": -11.99, "gap_ev": 9.29, "largest_force_ha_per_bohr": 0.09973, "total_charge": 1, "elements": ["S", "S", "S", "O", "O", "O", "O", "O", "O", "O", "O", "O", "O", "O", "N", "N", "C", "C", "C", "C", "C", "C", "C", "C", "C", "C", "C", "C", "C", "C", "C", "C", "C", "C", "C", "C", "C", "C", "C", "C", "C", "C", "C", "C", "C", "C", "H", "H", "H", "H", "H", "H", "H", "H", "H", "H", "H", "H", "H", "H", "H", "H", "H", "H", "H", "H", "H", "H", "H", "H", "H", "H", "H", "H", "H", "H", "H", "H", "H", "H", "H", "H", "H", "H", "H", "H", "H", "H", "H", "H", "H", "H", "H", "H", "H", "H", "H", "H", "H", "H", "H", "H", "H", "H", "H"], "xyz": [[-4.2040, 1.5035, 3.0248], [-4.0308, -2.5941, -5.5354], [6.2169, -3.5613, -0.4417], [3.8794, 5.5500, 5.1364], [-5.2252, -2.2303, -4.8060], [-3.0643, -3.5348, -5.0142], [-1.1219, -1.4799, -0.7150], [5.0297, -3.1918, 0.2990], [-3.0245, 2.0905, 2.4246], [2.4866, 5.7191, 1.2270], [3.9630, 3.2434, 4.7715], [-4.7939, 0.2811, 2.5301], [7.1795, -4.5074, 0.0706], [2.6713, 3.9023, -0.1968], [0.7497, 0.0496, 2.5236], [1.7045, -3.0816, 0.6960], [-5.4799, 2.7455, 3.1276], [7.0655, -2.0669, -0.9413], [6.9923, -2.0242, -2.4691], [3.2797, 4.5021, 4.8034], [-3.4571, -0.7929, -1.0755], [-3.2486, -1.0550, -7.5586], [2.5312, 1.3703, 3.8250], [1.6816, -0.8376, 1.7748], [1.9012, 4.7849, 0.6217], [1.3627, 1.4411, 2.6869], [-4.8021, -1.1860, -1.8557], [-1.2353, -1.3061, 1.8348], [1.7049, 4.6667, 4.4777], [1.3542, 0.3739, -1.1782], [-0.4845, -1.9202, 0.5155], [-3.9460, 1.3389, 4.7885], [5.7274, -2.7759, -2.8889], [3.6515, 2.5117, 3.5584], [-4.8733, 2.3581, 5.4533], [-0.6410, 0.1797, 2.0075], [5.7261, -4.0668, -2.0806], [-4.5049, -1.8155, -7.9877], [-3.1873, -1.0952, -6.0302], [2.5264, 1.4398, -0.9213], [-6.0684, 2.5666, 4.5207], [-2.4441, -2.0534, -0.8673], [1.1022, -1.6918, 0.5529], [1.7983, 2.8805, -0.7547], [1.7249, -1.1460, -0.8436], [-4.5043, -3.1055, -7.1775], [-6.6674, 3.4298, 4.8163], [4.8433, -2.1782, -2.6423], [-3.2535, -0.0264, -7.9256], [-5.1874, 2.0184, 6.4424], [-2.3645, -1.5480, -7.9757], [2.1450, -1.5730, 2.5373], [-2.8984, 1.5359, 5.0206], [6.9910, -0.9950, -2.8347], [5.7115, -2.9751, -3.9622], [8.0966, -2.1019, -0.5882], [0.7790, 4.6911, 0.8020], [-6.7136, 1.6826, 4.5441], [6.4784, -4.7652, -2.4532], [-5.4773, -3.5952, -7.1485], [1.1330, 0.4105, -2.3135], [-0.8333, -1.9287, 2.7183], [4.7501, -4.5503, -2.0441], [6.5474, -1.2177, -0.4921], [-5.0030, 3.7229, 3.0247], [-5.3945, -1.2236, -7.7494], [2.5747, -0.2263, 1.3823], [-3.7144, -0.2488, -5.5861], [-2.8327, -2.6166, 0.0455], [3.1865, 1.5495, -1.8609], [-5.5943, -0.3613, -1.6920], [1.2559, -3.4769, 1.5401], [-4.2046, 0.3175, 5.0739], [2.7026, -2.9529, 0.9740], [-3.7442, -3.7995, -7.5430], [-4.5460, -1.2411, -2.9847], [-2.5251, -2.7155, -1.8126], [-0.6964, -3.0582, 0.5740], [-2.3695, -1.3556, 1.7650], [1.4021, -1.8637, -1.6655], [-2.1585, -1.1232, -5.6693], [-6.2084, 2.5971, 2.3309], [-5.1570, -2.2059, -1.4907], [3.2337, 1.1897, -0.0624], [-1.2674, 0.6714, 2.8659], [0.5634, 2.1541, 3.0736], [1.5080, 5.7771, 4.2928], [1.3967, 4.1054, 3.5342], [-0.7768, 0.8571, 1.1031], [0.6805, -0.3119, 3.4994], [-3.6817, -0.2954, -0.0565], [0.4124, 0.7699, -0.6718], [2.8653, -1.2369, -0.7293], [3.2749, 3.2351, 2.7411], [2.0832, 1.5513, 4.8761], [0.9552, 2.7173, 0.0249], [1.2820, 3.1802, -1.7284], [1.8806, 1.8087, 1.7420], [-4.3438, 3.3072, 5.5852], [-4.5104, -2.0162, -9.0608], [7.8696, -2.5221, -2.8939], [3.0318, 0.3432, 3.8721], [1.0755, 4.3329, 5.3767], [4.6071, 1.9665, 3.2133], [-2.8626, 0.0047, -1.6672]]}


[4]
{"formula": "C30H59NO12S4", "method": "the ωB97M-V functional and the def2-TZVPD basis", "spin_multiplicity": 2, "homo_ev": [-11.25, -11.25], "gap_ev": [6.35, 2.31], "largest_force_ha_per_bohr": 0.13068, "s_squared": 0.76, "total_charge": 1, "elements": ["S", "S", "S", "S", "O", "O", "O", "O", "O", "O", "O", "O", "O", "O", "O", "O", "N", "C", "C", "C", "C", "C", "C", "C", "C", "C", "C", "C", "C", "C", "C", "C", "C", "C", "C", "C", "C", "C", "C", "C", "C", "C", "C", "C", "C", "C", "C", "H", "H", "H", "H", "H", "H", "H", "H", "H", "H", "H", "H", "H", "H", "H", "H", "H", "H", "H", "H", "H", "H", "H", "H", "H", "H", "H", "H", "H", "H", "H", "H", "H", "H", "H", "H", "H", "H", "H", "H", "H", "H", "H", "H", "H", "H", "H", "H", "H", "H", "H", "H", "H", "H", "H", "H", "H", "H", "H"], "xyz": [[11.9076, 27.6868, 5.4833], [11.7954, 30.7522, -1.2784], [16.4272, 30.0741, 1.7795], [13.2268, 23.7477, 7.2419], [12.9346, 26.9566, 6.2606], [16.9139, 29.2561, 0.7776], [11.9519, 23.3463, 6.6888], [11.4852, 32.1457, -0.8982], [18.5449, 25.9594, 3.1566], [10.8335, 20.5151, 3.1392], [8.9882, 25.3841, 3.3636], [11.8095, 30.3338, -2.6524], [11.8201, 27.6316, 4.0304], [14.3368, 24.1806, 6.3865], [15.5766, 23.4140, 1.7956], [15.9096, 31.4533, 1.5835], [12.6132, 25.8171, 1.1839], [11.1965, 20.2664, 0.7874], [19.9840, 24.1156, 3.8521], [13.7453, 22.2676, 8.0986], [10.7987, 29.5454, -0.3254], [17.5172, 24.3219, 4.6001], [15.3139, 29.0999, 2.8471], [10.3030, 27.1772, 6.1505], [15.8182, 29.3319, 4.2990], [15.5011, 23.8747, 0.6370], [7.8153, 23.5706, 2.5147], [13.0659, 25.5616, 2.2204], [11.6277, 29.3520, 6.2577], [13.4287, 30.2446, -0.5225], [8.8994, 25.4985, 1.0078], [11.7613, 28.6056, 0.2905], [13.5647, 25.3070, 3.5677], [16.4529, 24.8865, 0.0391], [17.6370, 30.2713, 3.0903], [13.0385, 24.7719, 8.8302], [11.4461, 20.9063, 2.1372], [10.8665, 29.1224, 7.5014], [9.7965, 28.0543, 7.3085], [13.1681, 28.7342, -0.2271], [13.3124, 22.4834, 9.5186], [8.6315, 24.8471, 2.3797], [12.3019, 22.0369, 2.3290], [18.6412, 24.9168, 3.8110], [17.3353, 29.3229, 4.2741], [13.6951, 23.9072, 9.9019], [14.5738, 23.2207, -0.4284], [8.0320, 26.0148, 0.5966], [10.2489, 30.1644, 0.3835], [13.8523, 28.2609, 0.4771], [13.3235, 21.9458, 1.9600], [18.6335, 30.0841, 2.6903], [6.8890, 23.8899, 2.9922], [15.8898, 25.5822, -0.5830], [11.2834, 27.6261, 0.2713], [12.6627, 25.1104, 4.1471], [12.5754, 29.8458, 6.4730], [11.4833, 28.8333, 8.3523], [17.2162, 24.3929, -0.5625], [17.5713, 31.3084, 3.4193], [11.0063, 29.8943, 5.5450], [17.6760, 28.2895, 4.2107], [14.0776, 26.2478, 3.7678], [15.3629, 30.2535, 4.6616], [11.7898, 20.7682, 0.0230], [11.8178, 28.7936, 1.3626], [12.2968, 22.5126, 3.3097], [10.1210, 20.1788, 0.6333], [13.5841, 30.7557, 0.4277], [9.8149, 27.4034, 8.1827], [7.7707, 22.9879, 1.5946], [14.5021, 22.1479, -0.2493], [8.4273, 22.8996, 3.1176], [20.9276, 24.6159, 3.6338], [9.7966, 26.1149, 1.0628], [14.0803, 24.3632, 3.7448], [11.3999, 19.1977, 0.8548], [10.0799, 29.0466, -0.9755], [14.1367, 30.4841, -1.3158], [13.8552, 21.6754, 10.0090], [14.8322, 22.3247, 8.0401], [14.2613, 29.2823, 2.6307], [19.9362, 23.0916, 3.4817], [16.9725, 25.3951, 0.8511], [14.9254, 23.4714, -1.4293], [13.5842, 25.6899, 8.6121], [10.3394, 26.0975, 6.2953], [12.2458, 22.3876, 9.7221], [9.6274, 27.2635, 5.2995], [12.0218, 25.1231, 9.0065], [13.3492, 24.1902, 10.8960], [20.2305, 23.9742, 4.9044], [14.7811, 23.9867, 9.8521], [9.1607, 24.6729, 0.3458], [15.4040, 28.5494, 4.9348], [10.3951, 30.0574, 7.8039], [15.5495, 28.0545, 2.6477], [17.2037, 25.0962, 5.3004], [17.7930, 23.4821, 5.2379], [8.7867, 28.3909, 7.0738], [13.5272, 23.5254, -0.4256], [11.8458, 22.8467, 1.7596], [17.6812, 29.6740, 5.2463], [13.1547, 21.4913, 7.6121], [13.3664, 28.2377, -1.1770], [16.6924, 24.0451, 3.9435]]}